1.
C17H48N2O7 | ωB97M-V with the def2-TZVPD basis set

The value obtained for the HOMO energy is -9.2 eV. For the LUMO energy, the calculation gives 0.639 eV. The calculation puts the gap between HOMO and LUMO at 9.816 eV. The energy relative to the best compared isomer or geometry (same formula, charge and spin) is 91.6 kcal per mole. As for the net charge: 0.

Positions of all 74 atoms, in Å:
C -4.33 -1.61 -0.19
O -4.42 -0.73 0.93
H -3.35 -1.45 -0.67
H -5.04 -1.32 -0.92
H -4.44 -2.66 0.08
H -3.73 -0.95 1.56
C -3.58 2.45 -0.25
O -2.90 3.32 -1.06
N -4.28 1.47 -0.65
N -3.41 2.31 1.02
H -4.48 1.52 -1.63
H -4.57 0.65 -0.11
H -2.92 3.10 1.51
H -4.03 1.83 1.57
C -0.92 1.19 2.96
C -0.51 0.99 1.48
C 0.87 0.33 1.44
O -1.34 0.32 0.79
H -1.71 1.92 3.09
H -0.10 1.65 3.53
H -1.35 0.27 3.47
H -0.52 1.99 1.04
H 1.27 0.14 0.46
H 0.93 -0.62 1.89
H 1.52 1.01 1.96
H -2.07 0.85 0.60
C -1.72 -3.68 3.82
C -1.42 -2.52 2.85
C -0.81 -3.07 1.56
O -2.33 -1.67 2.58
H -2.65 -4.18 3.55
H -1.77 -3.33 4.86
H -0.92 -4.41 3.88
H -0.63 -1.94 3.27
H -1.54 -3.73 1.12
H 0.09 -3.71 1.73
H -0.59 -2.32 0.79
H -1.95 -1.03 1.97
C -1.79 0.37 -2.62
C -0.62 -0.50 -2.42
C 0.68 0.27 -2.19
O -0.69 -1.27 -1.46
H -2.73 -0.07 -2.22
H -2.01 0.57 -3.67
H -1.71 1.35 -2.08
H -0.48 -0.98 -3.42
H 0.55 1.01 -1.39
H 0.99 0.93 -3.08
H 1.51 -0.38 -1.97
H -1.04 -0.81 -0.71
C 5.89 -2.46 -1.19
C 4.80 -1.97 -0.17
C 3.96 -0.82 -0.78
O 3.99 -2.90 0.15
H 6.68 -1.72 -1.29
H 5.55 -2.48 -2.20
H 6.31 -3.44 -1.00
H 5.35 -1.67 0.70
H 3.25 -0.44 -0.12
H 3.38 -1.04 -1.71
H 4.60 0.03 -0.98
H 4.31 -3.72 -0.27
C 0.89 3.65 -1.21
C 2.22 3.67 -2.00
C 3.15 2.61 -1.39
O 2.17 3.31 -3.19
H 0.46 4.63 -1.18
H 1.18 3.38 -0.19
H 0.15 2.93 -1.51
H 2.79 4.57 -1.87
H 3.32 2.84 -0.38
H 4.05 2.38 -1.86
H 2.60 1.72 -1.38
H 1.90 4.07 -3.63

=====

2.
C17H49IN8O3P2 | ωB97M-V with the def2-TZVPD basis set

The value obtained for the HOMO energy is -8.3 eV. For the LUMO energy, the calculation gives 0.559 eV. The calculation puts the gap between HOMO and LUMO at 8.857 eV. As for the net charge: 0.

Positions of all 80 atoms, in Å:
N 5.66 4.13 2.73
C 5.43 2.68 2.96
C 5.45 1.87 1.66
C 6.59 0.85 1.58
C 7.91 1.59 1.37
N 8.93 0.83 0.62
O 6.52 0.10 2.80
C 7.55 -0.77 3.05
I 9.04 0.01 4.43
H 5.59 4.58 3.64
H 6.64 4.25 2.50
H 6.16 2.32 3.69
H 4.44 2.58 3.40
H 4.50 1.35 1.56
H 5.52 2.51 0.78
H 6.38 0.22 0.71
H 7.67 2.46 0.75
H 8.29 2.01 2.31
H 9.64 1.49 0.32
H 9.42 0.19 1.23
H 8.06 -1.11 2.15
H 7.16 -1.64 3.57
O 0.58 1.74 2.58
P -0.11 1.81 1.27
N 0.29 0.37 0.48
C 0.20 0.13 -0.95
C 0.11 -0.85 1.27
N 0.64 3.15 0.52
C 1.04 3.17 -0.87
C 1.57 3.91 1.34
N -1.62 2.11 0.56
C -2.19 3.44 0.87
C -2.64 1.11 0.95
H -0.84 0.05 -1.32
H 0.69 -0.82 -1.18
H 0.72 0.88 -1.52
H -0.94 -1.17 1.34
H 0.49 -0.70 2.28
H 0.68 -1.67 0.82
H 1.94 2.57 -1.06
H 1.26 4.20 -1.17
H 0.23 2.84 -1.52
H 2.55 3.42 1.43
H 1.17 4.06 2.34
H 1.73 4.91 0.92
H -2.32 3.60 1.94
H -3.16 3.53 0.38
H -1.55 4.23 0.48
H -2.75 1.03 2.03
H -2.39 0.12 0.55
H -3.60 1.37 0.51
O -3.89 -1.25 -1.21
P -4.68 -2.27 -1.92
N -5.40 -3.21 -0.71
C -5.94 -4.55 -0.87
C -6.08 -2.46 0.34
N -3.48 -3.17 -2.74
C -3.48 -4.61 -2.85
C -2.12 -2.65 -2.66
N -5.83 -2.45 -3.16
C -5.41 -1.92 -4.47
C -7.13 -1.80 -2.83
H -6.87 -4.59 -1.46
H -6.16 -4.96 0.11
H -5.22 -5.23 -1.32
H -7.06 -2.08 0.04
H -5.47 -1.61 0.65
H -6.22 -3.09 1.22
H -3.19 -5.10 -1.91
H -2.77 -4.92 -3.62
H -4.45 -4.99 -3.17
H -1.63 -2.89 -1.71
H -2.11 -1.57 -2.78
H -1.53 -3.07 -3.48
H -5.17 -0.85 -4.44
H -6.21 -2.07 -5.19
H -4.54 -2.46 -4.84
H -7.02 -0.74 -2.59
H -7.61 -2.30 -1.99
H -7.80 -1.90 -3.68

=====

3.
C17H49N2O19S3V | ωB97M-V with the def2-TZVPD basis set

The value obtained for the HOMO energy is -9.7 eV. For the LUMO energy, the calculation gives -2.987 eV. The calculation puts the gap between HOMO and LUMO at 6.720 eV. As for the net charge: 0.

Positions of all 91 atoms, in Å:
O -8.32 -6.79 -9.72
V -7.72 -6.65 -11.21
O -8.92 -6.79 -12.21
C -7.02 -10.26 -10.42
C -5.91 -9.38 -10.91
C -4.79 -10.23 -11.56
O -6.39 -8.37 -11.74
H -7.84 -9.74 -9.92
H -6.58 -10.85 -9.62
H -7.43 -10.93 -11.18
H -5.45 -8.90 -10.04
H -5.21 -11.04 -12.15
H -4.06 -10.77 -10.95
H -4.13 -9.62 -12.19
C -3.98 -10.67 -15.89
O -5.31 -11.15 -15.66
H -3.95 -9.87 -16.63
H -3.46 -10.49 -14.95
H -3.52 -11.45 -16.51
H -5.84 -10.42 -15.33
C -6.65 -8.19 -6.84
O -8.02 -8.28 -6.48
H -6.23 -7.24 -6.50
H -6.02 -9.01 -6.50
H -6.42 -8.27 -7.90
H -8.62 -8.12 -7.21
C -7.86 -9.88 -14.54
O -6.63 -9.24 -14.35
H -7.94 -10.30 -15.54
H -7.98 -10.72 -13.86
H -8.67 -9.16 -14.44
H -6.56 -8.95 -13.44
O -10.61 -10.67 -10.08
S -10.93 -9.53 -9.22
O -10.07 -9.10 -8.12
O -11.17 -8.14 -10.16
C -11.72 -8.32 -11.44
C -12.40 -7.02 -11.80
C -12.59 -9.80 -8.55
H -12.44 -9.14 -11.47
H -10.87 -8.58 -12.06
H -12.92 -6.97 -12.75
H -11.72 -6.17 -11.87
H -13.19 -6.88 -11.06
H -13.23 -9.68 -9.42
H -12.74 -8.95 -7.89
H -12.65 -10.77 -8.04
O -1.11 -10.57 -8.76
S -0.49 -10.81 -10.06
O -0.57 -12.10 -10.70
O -0.92 -9.61 -11.17
C -0.79 -8.29 -10.80
C -2.15 -7.59 -10.85
C 1.32 -10.41 -9.92
H -0.09 -7.85 -11.52
H -0.30 -8.19 -9.83
H -2.16 -6.52 -10.63
H -2.91 -7.96 -10.16
H -2.51 -7.67 -11.87
H 1.83 -11.19 -9.34
H 1.51 -9.49 -9.37
H 1.75 -10.43 -10.92
O -5.39 -12.00 -7.11
S -4.81 -13.23 -6.51
O -5.66 -14.13 -5.73
O -3.99 -14.07 -7.65
C -3.42 -13.40 -8.78
C -4.40 -13.45 -9.96
C -3.47 -12.65 -5.45
H -2.48 -13.92 -8.99
H -3.22 -12.36 -8.54
H -5.31 -12.88 -9.76
H -4.65 -14.48 -10.21
H -4.02 -13.04 -10.89
H -2.72 -12.22 -6.10
H -3.05 -13.58 -5.06
H -3.88 -12.04 -4.64
C -6.78 -13.59 -13.48
N -8.12 -14.10 -13.86
O -8.25 -15.33 -13.81
O -8.93 -13.37 -14.31
H -6.93 -12.99 -12.58
H -6.38 -13.06 -14.35
H -6.13 -14.46 -13.37
C -8.61 -12.55 -8.34
N -9.48 -13.06 -7.30
O -9.08 -13.94 -6.53
O -10.46 -12.36 -7.19
H -8.26 -11.54 -8.12
H -9.07 -12.47 -9.33
H -7.75 -13.21 -8.39